i) C25H38F5IrN4O2PSbSe | ωB97M-V/def2-TZVPD

Calculated values
- E_HOMO (Ha) = -0.44430

Structure (ORCA input):
```
! RIJCOSX wB97M-V def2-TZVPD def2/J DEFGRID3
* xyz 2 1
Ir -0.99467 -1.15336 -0.22422
Sb -0.28549 -3.66589 0.13449
Se 0.87540 2.32355 -1.06400
P -1.01566 -0.55842 1.90919
F 1.39386 8.32983 -1.01893
F -0.82803 4.46061 0.40051
F -0.58064 7.12656 0.41055
F 2.94470 4.14585 -2.43378
F 3.15567 6.81500 -2.42497
O -2.01486 1.81174 -0.20902
O -2.65731 -3.18156 -1.03027
N -2.74307 -1.96341 -0.64644
N 3.67918 -0.53732 -2.55634
N -2.26006 0.52004 -0.55999
N 1.20884 -0.75315 -1.03568
C 1.28290 7.01031 -1.01910
C 2.04838 4.85800 -1.73101
C -3.52248 0.21160 -0.58604
C 3.67613 -0.74721 -1.06610
C 0.27314 6.39457 -0.29760
C -0.88138 -1.93643 3.07124
C 1.19387 -0.53342 -2.50750
C 1.61916 0.01524 2.48754
C 1.18997 2.75860 2.65118
C -1.57538 -5.09509 0.98753
C 2.67615 0.86235 2.76747
C 0.19752 -4.49423 -1.75011
C -5.11599 -1.74959 -1.22769
C 0.33708 0.54023 2.28642
C 2.17864 6.23485 -1.73753
C -3.79938 -1.21470 -0.79192
C 1.48596 -4.25455 1.19315
C 1.03907 4.21457 -1.03360
C -4.62836 1.19123 -0.42597
C 2.41727 -1.50641 -0.67381
C 2.43613 0.17837 -3.02199
C 2.45803 2.23520 2.84845
C 0.16591 5.01598 -0.31729
C -2.55340 0.22898 2.42409
C 0.12914 1.91734 2.35508
H 2.45805 0.21962 -4.10948
H -4.25515 2.19509 -0.26249
H 0.63349 -3.75561 -2.42064
H -0.84828 2.34390 2.17388
H 3.28228 2.89675 3.08047
H 2.47302 1.19011 -2.61653
H 4.58099 -1.29306 -0.80511
H 1.02393 3.82532 2.71722
H -5.26151 1.18460 -1.31532
H 2.39453 -3.93687 0.68864
H 3.69709 0.24032 -0.60263
H -1.06710 -6.05423 0.89634
H 3.66264 0.45831 2.95500
H 2.39670 -2.47966 -1.17517
H -1.76318 -2.57252 2.98065
H -1.75959 -4.88726 2.03975
H 1.47708 -5.34463 1.22070
H -2.50878 -5.09659 0.43546
H -5.25736 0.88743 0.41429
H 1.31324 0.16763 -0.57950
H 2.43014 -1.68690 0.39712
H 1.08644 -1.51366 -2.98298
H -5.46922 -1.24961 -2.13047
H -5.85995 -1.58310 -0.44554
H -0.83116 -1.52931 4.08222
H 0.89808 -5.31576 -1.60768
H 0.00662 -2.53256 2.88707
H -2.76980 1.11456 1.83320
H -0.72387 -4.86180 -2.19758
H -1.06968 2.03615 -0.52983
H 0.33507 0.07967 -2.77618
H 4.50009 0.00468 -2.83290
H 1.50793 -3.89814 2.22125
H -5.03897 -2.81471 -1.42415
H 1.78131 -1.05856 2.48490
H -3.36568 -0.49178 2.31628
H -2.45420 0.50022 3.47621
H 3.75885 -1.44393 -3.02246
*
```

Here are the Mulliken charges for atoms 1 to 6, given in e:
1 Ir 1.3628
2 Sb 0.8205
3 Se -0.0237
4 P 1.7346
5 F -0.2740
6 F -0.2774

---

ii) C25H38F5IrN4O2PSbSe | ωB97M-V/def2-TZVPD

Calculated values
- E_HOMO (Ha) = -0.49140

Structure (ORCA input):
```
! RIJCOSX wB97M-V def2-TZVPD def2/J DEFGRID3
* xyz 2 1
Ir 0.28139 -0.25775 -0.17903
Sb 2.67330 -0.54559 -1.41105
Se 0.71433 -2.53031 0.87286
P -0.23684 1.85278 -1.10050
F -3.86252 -2.74330 4.80683
F 0.64201 -1.87420 3.89045
F -1.39489 -1.95992 5.62583
F -2.26278 -3.31021 0.44452
F -4.27319 -3.42081 2.20380
O 2.60585 0.32362 1.56493
O -2.46308 -0.14521 0.80922
N -0.91983 -1.50215 -1.54461
N -2.41806 -3.02832 -3.48355
N -1.26078 0.13037 1.09413
N 1.24767 0.49585 1.40355
C -1.59800 -2.31501 4.36358
C -0.55936 -2.27635 3.45080
C -1.10144 -3.52511 -2.94696
C -0.30852 3.85054 0.87066
C -0.73357 -2.61367 2.11840
C -3.06626 -3.06048 2.62280
C 2.80277 -0.52209 -3.54147
C 0.46575 3.16020 -0.05821
C -2.00643 -3.00291 1.74064
C -1.93232 1.34402 3.12765
C 0.27530 4.80207 1.69779
C 1.63133 5.07507 1.59885
C 4.29560 0.73024 -0.92141
C -2.86011 -2.71226 3.94840
C 3.57587 -2.45225 -1.13138
C 2.40789 4.39741 0.66681
C -0.91626 0.79886 2.18134
C -2.20236 -1.00622 -2.07828
C -3.11585 -2.15163 -2.47411
C -1.99393 2.29586 -1.20652
C 1.08421 1.42278 3.66706
C 0.37541 2.24916 -2.76520
C 1.82665 3.44292 -0.15125
C 0.51584 0.92387 2.38318
C -0.23776 -2.34116 -2.53906
H -3.33699 -2.78426 -1.61445
H 4.74610 1.09454 -1.84291
H -4.04935 -1.80222 -2.91035
H 0.44116 2.20072 4.07387
H -1.13916 -2.12207 -0.75618
H 2.07972 1.84230 3.52951
H 2.64423 0.47181 -3.95536
H -2.91825 1.26935 2.67558
H 2.43723 2.93200 -0.88511
H -2.52856 2.00078 -0.30588
H 1.44017 2.04114 -2.84857
H -0.33562 5.33903 2.41176
H -2.25283 -2.49367 -4.33962
H 0.20466 3.30710 -2.96629
H 3.10968 -3.01696 -0.32886
H -1.33018 -4.15057 -2.08334
H 3.50830 -3.01198 -2.06339
H 2.75476 0.01008 2.47110
H 0.01645 -1.72148 -3.40260
H 0.68295 -2.73209 -2.10895
H -2.45814 1.79654 -2.05596
H -0.62669 -4.13142 -3.71596
H 3.80223 -0.85714 -3.81648
H 4.62652 -2.30195 -0.88955
H 2.08065 5.82717 2.23330
H -2.06795 3.37217 -1.36280
H 1.12719 0.61751 4.40435
H -3.01591 -3.81533 -3.74357
H -0.15163 1.65706 -3.51539
H -1.99941 -0.35285 -2.93286
H 5.01629 0.12664 -0.37398
H -1.95440 0.79656 4.07289
H 2.07771 -1.20703 -3.97516
H -2.68928 -0.42862 -1.29224
H 3.98504 1.55760 -0.29404
H -1.37013 3.65903 0.95938
H -1.71561 2.38894 3.35444
H 3.46206 4.62287 0.57218
*
```

Here are the Mulliken charges for atoms 1 to 6, given in e:
1 Ir 0.6436
2 Sb 1.0090
3 Se -0.0893
4 P 1.4677
5 F -0.2906
6 F -0.4498

---

Stability comparison, relative energies in eV: i) 3.052; ii) 0.000

---

i) C5H11NP | ωB97M-V/def2-TZVPD

Calculated values
- E_HOMO (alpha / beta) (Ha) = -0.37566 / -0.48760

Structure (ORCA input):
```
! RIJCOSX wB97M-V def2-TZVPD def2/J DEFGRID3
* xyz 1 3
P 3.12499 -0.13474 -0.21543
N -1.24650 -0.24316 0.28392
C -0.59873 1.86809 -0.60549
C -1.54598 -1.46926 0.90117
C -1.43949 -1.28229 -0.57134
C 1.68487 -0.14117 0.56207
C -0.62766 0.93375 0.51085
H 1.48650 -0.96985 1.25011
H 0.40572 2.43096 -0.58369
H -0.57318 1.21336 1.51232
H -0.56738 -1.75759 -1.05679
H -0.87977 -2.04858 1.62210
H -0.82339 1.51126 -1.61320
H 3.31449 1.07291 -0.86503
H -2.09442 -1.27296 -1.43559
H -2.43986 -1.50241 1.40924
H -1.35142 2.71875 -0.47612
H 4.17121 -0.92706 -0.62910
*
```

Here are the Mulliken charges for atoms 1 to 6, given in e:
1 P 0.0624
2 N 0.0966
3 C -0.9580
4 C -0.4056
5 C -0.3058
6 C -0.4378

---

ii) C5H11NP | ωB97M-V/def2-TZVPD

Calculated values
- E_HOMO (alpha / beta) (Ha) = -0.44082 / -0.48248

Structure (ORCA input):
```
! RIJCOSX wB97M-V def2-TZVPD def2/J DEFGRID3
* xyz 1 3
P 3.24484 -0.43411 -0.10909
N -0.66971 -0.35859 0.01018
C -1.98216 0.18849 0.51814
C 1.68347 0.14904 0.03921
C 0.46781 -0.34432 0.83396
C -0.76799 -1.39445 -0.98441
C 1.52749 1.62310 -0.41241
H 2.11065 2.16364 0.43471
H 0.24157 0.27217 1.70891
H -1.24039 -2.22996 -0.45151
H -1.50352 -1.18362 -1.74851
H -1.75828 0.94421 1.14038
H -2.44538 0.43864 -0.36091
H 0.39365 1.82613 -0.60577
H 0.56256 -1.28207 1.32149
H 2.16726 1.89028 -1.20848
H -2.29023 -0.69842 1.12276
H 0.25834 -1.57017 -1.24867
*
```

Here are the Mulliken charges for atoms 1 to 6, given in e:
1 P 0.0677
2 N 0.1095
3 C -0.8813
4 C 0.2255
5 C -0.5927
6 C -0.6958

---

Stability comparison, relative energies in eV: i) 3.911; ii) 0.000

---

i) C4H10NP | ωB97M-V/def2-TZVPD

Calculated values
- SMILES = CP1NC1(C)C
- E_HOMO (Ha) = -0.33454

Structure (ORCA input):
```
! RIJCOSX wB97M-V def2-TZVPD def2/J DEFGRID3
* xyz 0 1
P 0.77323 0.63117 -1.38044
N 0.58379 1.29052 0.27400
C 2.08333 -0.64422 -1.05084
C -1.93233 0.77680 -0.44348
C -0.42486 0.20995 -0.14467
C -0.33424 -0.91936 0.90421
H -2.02129 1.81087 -0.75768
H 2.25628 -1.12274 -1.97014
H -0.11453 -1.92307 0.47278
H -1.30339 -0.82714 1.56790
H 0.04845 2.18195 0.25477
H 0.48205 -0.54145 1.60053
H 1.81438 -1.35921 -0.20206
H -2.67717 0.58064 0.38428
H -2.32519 0.22945 -1.37535
H 2.88221 0.02299 -0.80126
*
```

Here are the Mulliken charges for atoms 1 to 6, given in e:
1 P -0.0350
2 N -0.7272
3 C -0.9022
4 C -1.1887
5 C 1.1307
6 C -1.3722

---

ii) C4H10NP | ωB97M-V/def2-TZVPD

Calculated values
- SMILES = CP(C)#N.C=C
- E_HOMO (Ha) = -0.30788

Structure (ORCA input):
```
! RIJCOSX wB97M-V def2-TZVPD def2/J DEFGRID3
* xyz 0 1
P -0.90803 0.68215 -0.30272
N -1.69196 1.90254 0.12768
C -1.56416 -0.93494 -0.01792
C 1.57212 -0.46615 1.09841
C 0.88418 0.60398 1.50864
C 0.24810 0.45150 -1.83640
H -0.32253 0.02543 -2.61468
H 1.07129 -0.19332 -1.64465
H 0.61690 1.41356 -2.08818
H -0.76837 -1.67466 -0.35788
H 0.16975 0.48371 2.48020
H -1.37583 -1.06448 1.04530
H 1.40395 -1.48208 1.33393
H 2.12979 -0.33591 0.22511
H -2.58791 -1.07671 -0.22165
H 1.12271 1.66537 1.26481
*
```

Here are the Mulliken charges for atoms 1 to 6, given in e:
1 P 0.5504
2 N -0.6664
3 C -0.8541
4 C -0.5651
5 C -0.6247
6 C -1.1037

---

Stability comparison, relative energies in eV: i) 0.000; ii) 2.482

---

i) BrHOS | ωB97M-V/def2-TZVPD

Calculated values
- E_HOMO (alpha / beta) (Ha) = -0.34771 / -0.36068

Structure (ORCA input):
```
! RIJCOSX wB97M-V def2-TZVPD def2/J DEFGRID3
* xyz 0 1
Br 3.34866 0.15024 0.03101
S -0.04773 -0.67337 0.00263
O -1.20866 0.45198 -0.06376
H -2.09227 0.07115 0.03013
*
```

Atomic charges from the Mulliken analysis, expressed in e, are listed below:
1 Br -0.0436
2 S 0.0601
3 O -0.3796
4 H 0.3631

---

ii) BrHOS | ωB97M-V/def2-TZVPD

Calculated values
- SMILES = O=S.Br
- E_HOMO (alpha / beta) (Ha) = -0.34045 / -0.33960

Structure (ORCA input):
```
! RIJCOSX wB97M-V def2-TZVPD def2/J DEFGRID3
* xyz 0 1
Br -1.31484 -0.71762 -1.17690
S 2.05490 0.03896 0.12539
O 1.27007 0.62793 1.22973
H -2.01013 0.05074 -0.17822
*
```

Atomic charges from the Mulliken analysis, expressed in e, are listed below:
1 Br -0.2152
2 S 0.2860
3 O -0.2863
4 H 0.2155

---

Stability comparison, relative energies in eV: i) 0.851; ii) 0.000